Formula: H26O13
Source: the OMol25 dataset
Level of theory: wB97M-V/def2-TZVPD

Each line ends with the natural charge from an NBO analysis.
Atoms and positions in Å:
H1 0.0657 0.9243 -0.6185  0.47
H2 0.3424 -0.5150 -0.2276  0.42
H3 0.3336 -3.6506 -0.8838  0.47
H4 -0.2828 -3.7480 -2.2559  0.47
H5 -2.5607 -0.6768 2.1332  0.45
H6 -3.5343 -1.6558 2.7104  0.47
H7 3.2135 1.3901 2.7069  0.45
H8 2.5564 2.6034 2.0907  0.47
H9 -2.7561 2.8255 -0.3195  0.49
H10 -3.5876 3.3850 0.8129  0.46
H11 1.8109 0.2476 -0.5464  0.45
H12 2.7439 -0.7120 -1.2873  0.43
H13 -4.8984 1.1904 -2.8083  0.46
H14 -4.4817 -0.0393 -2.0555  0.47
H15 1.3703 5.2092 -1.2876  0.47
H16 1.2285 3.9483 -0.5742  0.45
H17 0.1651 -1.4875 1.1003  0.46
H18 1.6537 -1.7935 1.4598  0.47
H19 -3.9831 -3.7206 0.8847  0.47
H20 -2.9258 -2.8961 0.1819  0.47
H21 4.2917 -1.3302 -1.4763  0.44
H22 5.3389 -2.2938 -2.2165  0.48
H23 3.0953 -1.0368 0.7876  0.46
H24 3.6649 0.1546 1.6264  0.47
H25 -0.6579 2.1709 0.0990  0.45
H26 -1.7582 1.3335 0.1445  0.49
O1 -0.3947 0.0174 -0.5956  -0.91
O2 -0.0742 -4.2858 -1.5077  -0.94
O3 -3.5315 -0.9070 2.1253  -0.92
O4 2.4414 1.9518 2.7614  -0.91
O5 -2.7771 3.6000 0.3742  -0.97
O6 2.0078 -0.0674 -1.4451  -0.88
O7 -4.2107 0.6336 -2.6671  -0.93
O8 1.8877 4.3438 -1.1564  -0.93
O9 0.7094 -2.0769 1.6239  -0.93
O10 -3.5860 -2.8420 0.8225  -0.94
O11 5.2581 -1.4931 -1.7161  -0.92
O12 3.1366 -0.6116 1.6870  -0.93
O13 -1.3149 1.9105 -0.4873  -0.89

## Properties
Gap between HOMO and LUMO = 9.63 eV
Spin multiplicity = 1
Lowest unoccupied orbital energy = -0.84 eV
Net charge = 0
ΔE to the lowest compared entry with this formula, charge and spin = 168.4 kcal/mol

***

Formula: C4H16NO2
Source: the OMol25 dataset
Level of theory: wB97M-V/def2-TZVPD

Each line ends with the natural charge from an NBO analysis.
Atoms and positions in Å:
C1 2.4444 -0.8895 -1.1378  -0.65
C2 1.1172 -0.1164 -1.0216  -0.04
N1 0.6755 0.0530 0.3872  -0.52
C3 0.6458 -1.1628 1.2753  -0.42
C4 1.2117 1.2631 -1.6729  -0.63
H1 3.2588 -0.2175 -0.9114  0.24
H2 2.4727 -1.2511 -2.1743  0.25
H3 2.2633 -1.8642 -0.7014  0.23
H4 0.3196 -0.6434 -1.5563  0.22
H5 1.3367 0.6295 0.9130  0.42
H6 -0.2204 0.5702 0.4131  0.48
H7 1.6092 -1.2517 1.7550  0.23
H8 -0.0850 -0.9594 2.0628  0.25
H9 0.4129 -2.0558 0.7253  0.23
H10 1.7675 2.0028 -1.0912  0.22
H11 0.1951 1.6578 -1.7947  0.22
H12 1.6504 1.2044 -2.6634  0.25
H13 -2.7619 0.7071 1.1051  0.53
H14 -1.8799 1.9711 1.3600  0.49
O1 -1.8533 1.0170 1.2414  -1.00
H15 -5.2561 -0.5513 0.5730  0.50
H16 -4.7999 -0.0408 1.9192  0.48
O2 -4.5243 -0.0720 0.9947  -0.97

## Properties
Gap between HOMO and LUMO = 12.42 eV
Spin multiplicity = 1
Lowest unoccupied orbital energy = -2.72 eV
Net charge = +1
ΔE to the lowest compared entry with this formula, charge and spin = 14.8 kcal/mol

***

Formula: C7H15N2Si
Source: the OMol25 dataset
Level of theory: wB97M-V/def2-TZVPD

Each line ends with the natural charge from an NBO analysis.
Atoms and positions in Å:
C1 0.1366 -0.5438 -0.8979  0.54
C2 -0.1751 -0.2759 1.1346  -0.33
C3 0.0882 0.9169 1.5753  0.00
C4 -0.3965 -0.7035 -3.0648  -0.25
C5 1.0725 -0.9108 -2.9064  -0.23
C6 -0.0116 1.1216 3.0162  -0.63
C7 0.5416 2.0662 0.6746  -0.64
N1 -0.8401 -0.3878 -1.7259  -0.57
N2 1.2430 -0.7938 -1.4143  -0.57
Si1 -1.1915 -1.7793 1.6428  0.84
H1 -0.5860 0.0949 -3.7587  0.23
H2 -0.8759 -1.5658 -3.4462  0.22
H3 1.5649 -1.8519 -3.0510  0.23
H4 1.5759 -0.0964 -3.3876  0.22
H5 0.9233 1.3820 3.5076  0.25
H6 -0.6822 1.8610 3.0406  0.23
H7 -0.5726 0.2366 3.4105  0.23
H8 -0.2362 2.8921 0.5943  0.25
H9 1.4378 2.4864 1.1647  0.24
H10 0.7431 1.7837 -0.3549  0.22
H11 -1.7613 -0.2552 -1.4028  0.44
H12 2.1726 -0.9863 -0.9068  0.46
H13 -0.3635 -2.9593 0.9615  -0.12
H14 -2.4777 -1.4768 0.9784  -0.15
H15 -1.4990 -1.8123 3.1304  -0.11

## Properties
Gap between HOMO and LUMO = 10.75 eV
Spin multiplicity = 1
Lowest unoccupied orbital energy = -2.64 eV
Net charge = +1
ΔE to the lowest compared entry with this formula, charge and spin = 95.2 kcal/mol

***

Formula: C11H25N5O7Yb
Source: the OMol25 dataset
Level of theory: wB97M-V/def2-TZVPD

Each line ends with the Löwdin spin population.
Atoms and positions in Å:
O1 3.2773 1.3920 -2.7309  0.00
H1 3.8864 1.3521 -3.4940  0.00
Yb1 0.6921 -0.0511 -0.2375  0.00
N1 0.0104 -2.5277 0.1387  0.14
N2 0.4971 -1.6309 -2.0422  0.14
N3 0.4311 1.0172 2.0755  0.00
N4 1.0551 2.3249 0.0418  0.00
O2 -0.2480 -2.8497 1.3436  0.32
O3 -0.1280 0.3131 3.1861  0.00
O4 1.4965 3.0605 -1.0745  0.00
O5 0.4492 -0.7877 -2.9861  0.34
C1 -0.3119 -2.7530 -2.1317  0.04
C2 -0.5567 -3.2893 -0.8604  0.02
C3 0.3660 2.3316 2.2803  0.00
C4 0.6651 3.0836 1.0706  0.00
C5 -1.3403 -4.5071 -0.5762  0.00
H2 -2.2576 -4.2680 -0.0178  0.00
H3 -0.7380 -5.2159 0.0066  0.00
H4 -1.6361 -5.0131 -1.4987  0.00
C6 -0.8690 -3.2391 -3.4077  0.00
H5 -0.0803 -3.2457 -4.1626  0.00
H6 -1.6782 -2.5847 -3.7608  0.00
H7 -1.2536 -4.2592 -3.3083  0.00
C7 0.0242 2.9733 3.5911  0.00
C8 0.7004 4.5795 1.1069  0.00
H8 0.0950 2.2379 4.4024  0.00
H9 -0.9987 3.3837 3.5727  0.00
H10 0.7025 3.8175 3.7881  0.00
H11 0.6053 5.0481 0.1246  0.00
H12 1.6663 4.9008 1.5235  0.00
H13 -0.0860 4.9837 1.7596  0.00
H14 -0.1567 -0.6212 2.9052  0.00
H15 2.1088 2.4485 -1.5810  0.00
C9 3.6019 0.2712 -1.8779  0.00
H16 2.9361 -0.5905 -2.0438  0.00
H17 3.4867 0.6057 -0.8383  0.00
H18 4.6454 -0.0427 -2.0546  0.00
O6 2.4631 -1.1233 0.9748  0.00
H19 2.7708 -0.6827 1.7891  0.00
H20 2.1952 -2.0356 1.2137  0.00
C10 -3.1597 -0.5522 1.2935  0.00
C11 -2.6736 0.2460 0.1270  0.00
N5 -3.5686 0.9952 -0.5318  0.00
O7 -1.4751 0.2528 -0.2502  0.00
H21 -4.2469 -0.4560 1.3901  0.00
H22 -2.6836 -0.1977 2.2193  0.00
H23 -2.9029 -1.6101 1.1471  0.00
H24 -3.2302 1.5361 -1.3177  0.00
H25 -4.5482 0.9789 -0.2872  0.00

## Properties
Gap between HOMO and LUMO (alpha / beta) = 6.16 / 6.16 eV
Spin multiplicity = 2
Lowest unoccupied orbital energy (alpha / beta) = -3.56 / -3.55 eV
Net charge = +1
ΔE to the lowest compared entry with this formula, charge and spin = 0.0 kcal/mol